85
Properties=species:S:1:pos:R:3:forces:R:3 method="wB97M-V/def2-TZVPD" multiplicity=2 s2=0.76 gap_ha="0.3393 / 0.0988" homo_ha="-0.488 / -0.488" relative_energy_kcal_mol=0.0 total_charge=+1 e_lumo_ha="-0.1488 / -0.3893" total_energy_ha=-4649.61872
C 1.37117 0.20364 -0.11239 0.5970 0.2047 -0.7311
C 2.85022 -0.20809 -0.16478 -0.3778 0.5172 1.8965
C 3.58714 -0.41089 1.18559 -2.8410 1.0666 -0.4068
O 4.19512 -1.63732 1.04699 2.7674 -3.9541 -2.2357
C 3.81307 -2.25944 -0.09136 -2.1811 4.3905 2.2947
O 4.21659 -3.33003 -0.50209 0.5836 -1.0046 -0.5166
O 2.82130 -1.56782 -0.68654 1.6924 -1.8528 -0.1510
H 1.11723 0.14991 -1.17103 -0.7566 0.3460 0.1251
H 1.21014 1.20441 0.28838 0.4711 0.2258 -0.3185
H 0.70328 -0.40539 0.49680 0.4796 -0.5815 -0.0990
H 3.51217 0.41465 -0.76655 -0.4970 0.0050 -0.5911
H 2.85461 -0.71676 1.93254 -0.2950 1.1878 0.5185
H 4.21475 0.44892 1.41997 0.2901 -0.5769 0.2348
C -0.75088 -0.14083 5.90575 2.1187 -0.9934 1.2304
C -1.78955 0.56333 5.15968 -0.1320 -0.0187 -0.5054
C -1.69220 0.28054 3.61615 -0.1482 3.2024 -1.0805
F -1.55306 -0.94146 3.12061 -0.3856 -1.3759 1.0179
F -2.75841 0.83629 2.95778 -0.2321 -0.2078 0.6412
F -2.94967 0.14328 5.71782 -0.2355 0.4429 -0.5069
F -1.60442 1.90344 5.41314 -0.7910 -0.6339 -0.9935
O 0.56565 -0.03002 5.32536 1.9223 0.9582 -0.7748
C 1.59938 0.84953 5.78328 -2.2555 -1.4876 1.7275
C 2.77508 0.93108 4.73661 0.6213 -2.8242 1.8625
F 2.42433 1.25442 3.52005 -1.0911 1.5492 -1.6840
F 3.83601 1.64120 5.14679 -0.5622 0.8433 0.2114
F 1.02742 2.00274 6.15982 0.9106 -0.0447 -0.2925
F 2.13402 0.26128 6.95646 -0.3601 1.0768 -1.8033
H -0.98257 -1.20554 5.87709 0.1235 -0.0187 0.1399
H -0.77149 0.21219 6.93679 0.0195 -0.0518 0.0192
H -0.84161 0.85022 3.24189 0.3419 0.0856 0.3921
H 3.14677 -0.08922 4.64205 -0.1571 -0.4077 0.4520
C -3.42479 3.23696 -1.52894 -0.6810 0.7693 1.6499
C -1.94620 3.72946 -1.45071 -2.3310 0.8001 -0.7466
C -1.02387 2.58869 -1.19015 3.0300 -0.1717 2.6876
F -1.22592 2.10075 0.07431 -0.9592 -0.6295 0.2994
F -0.98636 1.55430 -2.04283 -1.1133 0.3215 -0.1773
F -1.46203 4.25789 -2.56803 -0.0431 0.2122 -1.7961
F -1.83620 4.79031 -0.56946 -0.0249 -1.7055 0.2405
O -4.35223 4.29842 -1.83796 -0.6081 0.0747 -1.4962
C -5.35324 3.97160 -2.82438 1.4598 3.1098 2.3996
C -6.23881 5.20973 -3.19337 1.6985 3.5728 -0.4835
F -7.23673 5.00424 -4.04741 -1.1229 -1.6625 0.2540
F -6.65502 6.01512 -2.17473 -0.6291 -1.3938 0.9581
F -4.72817 3.65859 -3.91435 0.6701 -1.2046 -2.2094
F -6.03019 2.98887 -2.34823 -1.7170 -2.3299 0.3239
H -3.71307 2.98836 -0.50757 0.5226 0.1081 0.4835
H -3.59744 2.25188 -1.96244 0.3238 0.4039 -1.1562
H 0.00372 2.93340 -1.07475 0.0946 0.6311 -0.8109
H -5.68200 5.97383 -3.73578 1.3679 -0.7739 -0.2001
C 0.97691 -5.17646 0.49900 1.1197 0.3121 -0.7409
C -0.06321 -5.58406 -0.54614 -0.2430 0.6522 2.6810
C -1.35106 -6.02455 0.16567 0.7845 1.9097 1.2380
F -2.08697 -6.74251 -0.58965 -2.0691 -1.5051 -2.6105
F -0.97597 -6.80693 1.16920 0.9026 -1.1361 1.7306
F -0.31181 -4.70398 -1.49505 -0.3794 1.5586 -0.6974
F 0.50016 -6.60258 -1.11452 0.9497 -2.6353 -1.5912
O 0.51231 -4.22291 1.42963 1.3270 -0.0560 2.2476
C 1.37119 -4.16433 2.58323 -2.2913 1.3682 -0.8138
C 0.88944 -2.96764 3.44022 -4.0343 -1.2352 -0.2873
F 1.47753 -2.89613 4.60932 1.3782 0.3126 0.5922
F 0.81348 -1.75444 2.82383 1.7948 -0.2257 -0.4822
F 1.29633 -5.31165 3.30097 0.6032 1.0539 -0.7616
F 2.61638 -3.84749 2.23100 1.4316 -0.8928 -0.5669
H 1.85666 -4.77734 -0.00582 -0.0912 0.3034 -0.5532
H 1.39060 -6.09115 0.92362 -0.6604 -0.0864 0.5023
H -1.92303 -5.22084 0.62934 0.0188 0.5134 -0.3996
H -0.16684 -3.18589 3.59752 -0.2079 -0.2388 0.3445
C 1.69183 1.08042 -4.77814 -0.3718 0.1964 0.8389
C 2.26241 2.29438 -4.00930 -1.7496 -1.4531 -1.8452
C 3.58399 2.63641 -4.68473 1.3649 2.9748 -0.0557
F 4.47418 1.69569 -4.58844 1.3010 -3.0074 0.8315
F 3.55017 2.88613 -6.04620 -1.3778 0.0973 1.1700
F 1.37790 3.27714 -4.24911 0.1225 0.9004 0.1742
F 2.27949 2.15624 -2.63917 0.9918 -0.1869 -0.9260
O 0.49513 0.74825 -4.05470 -0.7597 -2.1970 -0.1209
C -0.11317 -0.49049 -4.42335 2.3858 1.9188 -2.3087
C -1.57232 -0.50374 -4.02776 -1.6402 -1.3680 3.1041
F -2.24611 0.60546 -4.33360 0.3567 0.1999 -1.0691
F -2.28852 -1.61082 -4.43531 1.1314 0.8163 -0.7355
F -0.05563 -0.54062 -5.78435 -0.1019 -0.4687 0.1366
F 0.66166 -1.54154 -3.98750 -1.2575 0.7927 0.1651
H 2.40070 0.26363 -4.91401 -0.0803 -0.1459 0.4297
H 1.46503 1.47417 -5.76891 -0.1603 -0.0685 0.0127
H 4.06558 3.47367 -4.17958 -0.5368 0.7584 -0.1741
H -1.64727 -0.58425 -2.94332 0.4712 0.0682 0.2477